179
Properties=species:S:1:pos:R:3:forces:R:3 method="wB97M-V/def2-TZVPD" homo_energy_ev=-8.5 lumo_ev=0.2234 e_tot_ha=-3180.07744 max_force_ev_per_a=1.605 gap_ev=8.77
C 0.41582 5.83818 4.46170 -0.044 -0.148 0.215
C -0.55267 4.81548 5.03505 -0.784 0.811 0.412
C 0.05673 3.44133 5.21108 0.575 -0.165 -0.126
O 0.65343 3.02182 3.98236 0.010 0.332 0.200
C 1.13453 1.69784 4.03520 -0.249 -0.330 0.076
N -1.06963 5.32251 6.34554 0.492 -0.865 -0.499
H 1.05784 6.19826 5.26821 0.211 -0.205 -0.066
H -0.10312 6.72170 4.08795 -0.086 -0.121 -0.177
H 1.00420 5.37472 3.67103 0.077 0.295 -0.056
H -1.44676 4.72990 4.40479 0.367 -0.243 -0.531
H -0.70579 2.70322 5.48973 0.034 0.062 0.220
H 0.86891 3.46319 5.94828 -0.282 0.065 0.292
H 1.94336 1.54447 4.75366 0.015 0.307 0.053
H 1.49753 1.44383 3.04297 -0.026 -0.029 -0.064
H 0.32412 1.01801 4.32370 -0.014 -0.099 -0.127
H -1.75761 4.63154 6.63872 -0.117 0.353 0.271
H -1.56387 6.18251 6.13775 -0.113 -0.006 0.198
C 0.29989 -0.74620 -1.46268 -0.065 -0.591 -0.097
C -0.40128 0.04329 -0.36307 0.295 -0.240 -0.746
C -0.11494 -0.42764 1.05303 -0.534 -0.318 0.432
O -0.38980 -1.81506 1.14092 -0.031 -0.219 -0.111
C -0.04968 -2.43092 2.35803 0.026 -0.393 -0.385
N -0.03723 1.45617 -0.55452 -0.443 -0.509 0.758
H 0.00897 -0.31426 -2.42075 0.309 0.270 0.021
H -0.02127 -1.79036 -1.53919 0.001 0.043 0.397
H 1.38900 -0.74576 -1.35639 0.000 0.176 -0.045
H -1.46583 -0.14595 -0.55569 -0.110 0.461 0.225
H -0.80575 0.08706 1.73844 0.135 0.217 0.021
H 0.90274 -0.19730 1.39898 0.157 -0.063 -0.299
H -0.43191 -3.45236 2.31802 -0.065 0.004 -0.050
H -0.49840 -1.97359 3.24467 0.117 0.360 -0.049
H 1.03795 -2.51386 2.44043 0.051 0.234 0.311
H -0.33011 1.96227 0.29048 0.210 0.113 -0.438
H 0.98065 1.46326 -0.54180 0.073 0.304 -0.165
C 2.84473 -2.92754 -8.29792 -0.276 -0.431 -0.014
C 1.39153 -2.63344 -7.96587 -0.396 0.153 0.148
C 1.19822 -2.03333 -6.57447 0.411 -0.104 -0.532
O 1.79584 -2.86098 -5.60024 -0.551 -0.371 0.275
C 1.63105 -2.28298 -4.31438 0.849 0.791 -0.708
N 0.84309 -1.69419 -8.95562 -0.014 -0.162 -0.356
H 2.89262 -3.40410 -9.28069 0.057 -0.066 0.031
H 3.22684 -3.62894 -7.55690 0.202 0.085 -0.065
H 3.47536 -2.04050 -8.34603 -0.139 0.154 0.207
H 0.80726 -3.56281 -7.97340 0.300 -0.221 -0.006
H 0.12320 -1.94104 -6.38606 -0.024 0.213 0.083
H 1.67132 -1.04317 -6.56875 -0.133 0.143 0.095
H 2.01537 -2.95120 -3.54960 -0.209 -0.191 -0.033
H 0.61019 -1.94480 -4.12569 -0.103 -0.375 0.097
H 2.25637 -1.37724 -4.33296 -0.091 0.091 0.473
H 1.11287 -2.04410 -9.87111 0.122 0.213 -0.004
H -0.17212 -1.73146 -8.98924 0.028 0.081 0.339
C 4.92467 1.51375 4.63536 0.369 -1.195 0.283
C 4.57374 1.20576 6.08681 -0.811 0.596 -0.383
C 4.21566 -0.24701 6.27902 0.799 -1.352 0.328
O 3.23542 -0.69760 5.36524 -0.187 0.414 0.200
C 2.78124 -1.99056 5.69703 -0.364 0.274 0.680
N 5.61253 1.71380 6.97748 0.146 -0.667 -0.003
H 5.71895 0.82388 4.31379 0.334 0.328 0.196
H 5.26280 2.54231 4.56184 -0.253 0.060 -0.401
H 4.11477 1.18682 3.98354 -0.242 0.727 -0.039
H 3.65186 1.75251 6.33032 0.125 0.136 -0.017
H 3.94480 -0.44169 7.32968 -0.519 0.240 -0.089
H 5.07957 -0.92874 6.15542 0.317 0.411 -0.161
H 2.07161 -2.30914 4.93835 0.271 -0.199 -0.178
H 2.23400 -1.97045 6.64934 -0.025 0.068 0.009
H 3.61152 -2.68548 5.86157 -0.004 -0.132 -0.441
H 6.47722 1.21732 6.76812 0.031 0.164 0.027
H 5.39302 1.47463 7.94093 -0.031 0.134 -0.023
C -5.90402 2.03403 -4.14107 0.457 -0.555 0.036
C -5.40952 3.22429 -3.31409 -0.440 -0.268 -0.902
C -4.03321 3.65269 -3.80240 0.333 0.740 0.376
O -3.05168 2.64073 -3.80339 -0.065 -0.231 -0.361
C -2.42080 2.40664 -2.55882 0.093 0.233 0.071
N -6.34423 4.35214 -3.44177 0.169 0.019 0.728
H -5.14683 1.25080 -4.23737 0.043 0.025 0.141
H -6.13594 2.34738 -5.16097 -0.119 0.118 0.036
H -6.77845 1.54954 -3.70159 -0.125 0.215 -0.018
H -5.36933 2.95102 -2.25797 0.061 0.019 0.043
H -3.65692 4.49179 -3.20349 -0.184 0.041 0.089
H -4.11485 4.03971 -4.82188 -0.023 -0.232 -0.130
H -1.92004 3.29732 -2.15724 -0.204 0.125 -0.173
H -1.62684 1.68751 -2.74301 -0.188 -0.159 0.233
H -3.13320 2.06643 -1.80160 0.066 -0.278 -0.001
H -7.26892 3.98642 -3.25035 -0.107 0.246 -0.015
H -6.36897 4.75288 -4.37081 0.157 -0.208 -0.143
C 3.08179 4.87872 -3.25251 0.178 0.015 -0.181
C 1.67110 4.57713 -2.76749 -0.118 1.323 -0.219
C 0.96564 3.48820 -3.55182 0.251 -1.014 0.717
O 1.02504 3.73776 -4.93202 0.164 0.274 -0.401
C 0.70959 2.59638 -5.67515 -0.471 -0.813 -0.052
N 1.68383 4.37871 -1.31696 -0.421 -0.891 -0.243
H 3.52645 5.70577 -2.69748 -0.213 -0.001 0.193
H 3.08338 5.17953 -4.30071 -0.018 -0.234 -0.023
H 3.75416 4.02538 -3.11769 -0.114 -0.115 -0.095
H 1.07219 5.47992 -2.96348 0.147 0.054 0.106
H -0.07291 3.35974 -3.21020 0.063 0.351 -0.143
H 1.41948 2.51532 -3.28116 0.241 0.049 -0.323
H 1.46130 1.80665 -5.54419 0.003 0.000 0.162
H 0.62600 2.76098 -6.74948 0.212 0.643 0.101
H -0.26825 2.19662 -5.37169 0.042 -0.052 0.102
H 2.29572 3.57735 -1.12622 -0.059 0.328 -0.051
H 0.76060 4.00765 -1.07831 0.096 0.248 0.285
C -4.47134 -1.11845 -1.98932 0.525 -0.027 -0.855
C -4.89718 -2.57604 -2.04012 0.164 0.443 -0.582
C -3.71181 -3.53658 -2.14672 -0.145 -0.359 0.209
O -3.04250 -3.30590 -3.35914 0.137 0.564 -0.037
C -1.90209 -4.12469 -3.57965 -1.083 -0.462 0.030
N -5.75706 -2.90362 -0.90131 -0.073 -0.542 -0.101
H -3.80919 -0.89300 -1.15272 -0.147 -0.017 0.134
H -5.29129 -0.40479 -2.05052 -0.296 -0.135 0.406
H -3.92711 -0.93801 -2.92032 0.192 0.048 0.130
H -5.40576 -2.72492 -3.00378 -0.221 0.074 0.119
H -4.13583 -4.55535 -2.15003 0.137 -0.104 0.104
H -3.02062 -3.46400 -1.29709 -0.030 0.135 0.054
H -2.26382 -5.14463 -3.76398 0.257 -0.122 0.058
H -1.24199 -4.15883 -2.71294 0.192 0.196 -0.099
H -1.43470 -3.77903 -4.49751 0.241 0.135 0.142
H -6.04450 -3.87765 -0.97483 0.000 0.066 0.114
H -6.61416 -2.36425 -0.96841 0.058 0.076 0.023
C -1.75161 -0.51532 -4.55293 -0.135 0.483 0.520
O -2.90584 -0.10604 -5.25899 -0.039 -0.359 -0.337
H -0.87188 0.06050 -4.85547 0.100 -0.066 -0.011
H -1.91398 -0.37233 -3.47913 0.199 -0.048 0.016
H -1.55794 -1.57499 -4.68819 -0.251 -0.011 -0.325
H -3.03264 0.83607 -5.09979 0.056 0.138 0.170
C 2.72428 -4.92349 3.74153 0.208 -0.902 1.139
O 2.07347 -5.15571 5.01029 -0.293 0.396 -0.339
H 2.96643 -5.90803 3.33959 0.103 0.221 -0.499
H 2.06625 -4.38790 3.06644 -0.009 0.097 0.066
H 3.64781 -4.38389 3.95322 0.014 0.192 -0.458
H 2.38455 -5.99929 5.34251 -0.017 -0.010 0.067
C 3.46007 1.98552 0.78840 0.153 0.304 0.210
O 3.16965 1.87173 -0.59102 0.036 -0.262 0.050
H 2.82881 2.76961 1.21142 -0.063 -0.020 -0.079
H 3.27171 1.06244 1.34607 -0.033 -0.101 -0.124
H 4.49913 2.28308 0.95467 0.006 -0.046 0.013
H 3.92787 1.45698 -1.03384 -0.022 0.014 0.012
C 4.81357 -0.94828 -1.68952 -0.096 -1.190 0.056
O 5.31278 0.36836 -1.59424 -0.159 0.242 -0.033
H 4.48595 -1.28636 -2.67858 0.088 0.590 -0.219
H 5.54080 -1.69826 -1.36441 0.086 0.181 0.182
H 3.94767 -1.04742 -1.03723 0.075 0.228 0.123
H 6.13435 0.47088 -2.07978 -0.038 -0.092 -0.097
C -2.82066 -0.26124 4.70910 -0.408 -0.862 0.810
O -2.57289 0.36974 5.96493 0.449 0.694 -0.212
H -3.87421 -0.55161 4.68058 -0.012 0.160 -0.486
H -2.55597 0.40733 3.89610 -0.044 0.159 0.083
H -2.25613 -1.19471 4.62661 0.146 0.112 -0.162
H -2.58681 -0.26770 6.67919 -0.094 -0.202 -0.098
C -1.94056 3.72843 1.71184 -0.011 0.344 0.377
O -0.63144 3.20339 1.66136 0.148 0.275 0.175
H -1.92486 4.80800 1.89726 -0.039 -0.001 0.006
H -2.45084 3.58088 0.76058 0.178 -0.211 -0.074
H -2.53070 3.25450 2.50485 -0.069 -0.011 -0.057
H -0.14637 3.41299 2.49675 -0.450 -0.370 -0.510
C -3.42905 -2.13822 1.56141 0.345 -0.619 -0.881
O -4.81411 -2.23103 1.68854 -0.668 -0.001 0.611
H -2.89417 -2.25274 2.50692 -0.430 0.375 0.246
H -3.04873 -2.98822 0.97354 0.070 0.290 -0.180
H -3.14067 -1.20959 1.05245 0.254 -0.047 0.196
H -5.21543 -2.49601 0.82978 0.476 0.139 0.151
C -1.10043 -3.79762 5.82326 -0.259 0.078 -1.151
O -2.51281 -3.63927 5.96287 0.431 0.307 0.670
H -0.62265 -2.86957 5.48524 -0.018 0.083 0.194
H -0.56906 -4.16253 6.70180 -0.228 -0.174 0.072
H -1.01955 -4.48657 4.98302 0.420 -0.221 0.261
H -2.64165 -3.05272 6.71561 -0.286 -0.090 -0.037
C -0.91293 -5.17281 0.26655 -0.565 0.379 0.170
O -1.15549 -5.92722 -0.91137 0.194 -0.192 0.205
H -0.16343 -4.41484 0.04853 0.067 -0.079 -0.063
H -1.83055 -4.65354 0.56137 0.105 0.148 0.035
H -0.60666 -5.75919 1.13941 0.205 -0.244 -0.236
H -1.93692 -6.46329 -0.74967 0.039 -0.061 -0.090
C 3.95124 -1.68176 2.32974 0.466 0.219 0.338
O 4.36412 -2.63217 1.36056 -0.464 -0.021 -0.281
H 2.89090 -1.44390 2.25522 -0.045 -0.407 -0.297
H 4.13915 -2.07557 3.33049 -0.050 0.264 0.087
H 4.46776 -0.72508 2.19643 0.155 -0.081 0.136
H 5.27367 -2.87344 1.54936 0.026 0.029 0.010